# 1
The following is a DFT calculation (the ωB97M-V functional and the def2-TZVPD basis) of a molecular structure, C22H35NdO3 in a non-equilibrium geometry.

Positions of all 61 atoms, in Å:
O -1.785814 -0.302756 -4.181442
C -1.985061 -1.678248 -4.661179
C -2.277056 -1.286988 -6.096041
H -2.830379 -2.158239 -4.144655
H -1.073009 -2.285137 -4.551468
C -2.042556 0.145252 -5.554517
H -3.293904 -1.495049 -6.428549
H -1.534284 -1.626514 -6.818057
C -3.283085 1.008302 -5.651289
H -4.148858 0.495630 -5.220977
H -3.507359 1.211085 -6.704060
H -3.107744 1.966897 -5.154617
C -0.835101 0.820539 -6.172101
H 0.053131 0.182982 -6.108056
H -0.654599 1.782797 -5.682778
H -1.031678 1.015540 -7.232031
Nd 0.810204 0.596204 2.025264
C 3.415553 1.131600 2.679118
C 3.266530 -0.215389 3.102813
C 3.080704 -1.027986 1.945339
H 3.349535 -0.571386 4.132261
C 3.129568 -0.177409 0.800661
C 3.325553 1.162622 1.254572
H 3.433515 2.046960 0.620186
H 3.614076 1.978073 3.339348
H 2.982200 -2.117992 1.935549
H 3.088862 -0.509026 -0.240109
C 0.699118 2.677998 3.716558
C 1.162138 3.237309 2.487320
C 0.103689 3.161306 1.530720
H 2.136666 3.687907 2.317233
C -1.033225 2.578188 2.181636
C -0.663498 2.281118 3.529863
H -1.314270 1.863730 4.298708
H 1.266830 2.596131 4.644524
H 0.135574 3.543309 0.508769
H -2.022179 2.437937 1.744452
O -0.057943 -0.608116 0.090712
C 0.236985 0.273983 -1.043384
C 0.121559 -0.616256 -2.258457
H 1.240486 0.720943 -0.936096
H -0.504665 1.087644 -1.036694
C -0.882078 -1.703657 -1.840151
H 1.088485 -1.078592 -2.486600
H -0.225521 -0.040843 -3.110027
C -0.711618 -1.858778 -0.340761
H -0.738251 -2.642761 -2.380693
H -1.900016 -1.338768 -2.024590
H -0.046445 -2.698815 -0.089478
H -1.658018 -1.927598 0.212357
C -0.703568 -0.825344 5.882035
C 0.566411 -0.986631 5.072206
C 1.135379 -2.390771 5.142561
O 0.335025 -0.613904 3.736689
H -1.485945 -1.476045 5.473033
H -1.057621 0.208423 5.837252
H -0.535277 -1.092554 6.930056
H 1.326610 -0.308829 5.500540
H 0.416828 -3.105836 4.724558
H 2.064801 -2.464097 4.571147
H 1.344611 -2.670095 6.180820

Force components x, y, z for each atom (eV/Å):
-0.9063 -0.8412 -1.8605
0.0721 -0.6229 0.7746
0.2290 0.4878 0.4993
0.3790 0.1030 0.0047
-0.2912 0.2076 0.1634
-0.3261 0.3478 -0.9929
0.1492 0.0532 -0.0597
-0.1701 0.0320 -0.0034
0.0900 0.1516 0.0455
0.1412 0.1638 0.0855
0.0664 -0.0263 0.0991
-0.2018 -0.0877 0.0699
-0.0219 0.1399 0.0752
-0.0995 0.1524 0.1027
0.1626 -0.1244 -0.0199
0.0055 -0.0221 0.1289
0.5714 -1.0863 1.3489
0.1729 -0.4739 -0.1658
0.2633 0.1013 -0.5527
0.2473 0.4146 -0.0713
-0.2144 0.1774 -0.4433
0.3633 0.0319 0.4241
0.2149 -0.3462 -0.0432
-0.0506 -0.3598 0.2713
-0.1472 -0.3151 -0.3263
-0.0682 0.5168 0.0092
-0.0378 0.1421 0.3971
-0.7669 0.3364 -0.4770
-0.8273 0.1215 -0.0258
0.0250 0.1873 0.6684
-0.2421 -0.2342 0.0093
0.3996 0.1291 0.4400
0.2310 0.8047 -0.3421
0.2875 0.0365 -0.3883
-0.1892 -0.0265 -0.3631
0.0011 -0.1478 0.3407
0.3231 -0.0087 0.1206
-0.1253 -0.1514 -0.3833
-0.3897 -0.2947 0.2059
0.5161 -0.2317 0.1991
-0.3210 -0.3063 0.2117
0.0867 -0.2436 -0.0666
-0.5626 0.4322 -0.0636
-0.0361 0.1159 0.0626
0.2135 -0.2615 0.0837
0.6786 0.5501 0.2149
-0.0258 0.1513 0.1824
0.2175 -0.1318 -0.1440
-0.1936 0.3550 0.1372
0.3389 -0.1026 -0.1742
-0.2138 -0.1390 0.1303
0.2294 0.4474 -0.5688
-0.0855 -0.2814 0.0770
-0.1266 -0.0707 -0.0790
0.0750 0.0817 0.0698
0.0514 -0.1290 0.0136
-0.0625 0.0268 -0.0418
-0.0545 0.0108 0.0026
0.0829 0.0614 0.0465
-0.1184 0.0303 0.0248
-0.0092 -0.0347 -0.0836

Output
Multiplicity   4
Gap between HOMO and LUMO (spin up / spin down)   7.7 / 7.8 eV
⟨S²⟩   3.754
Largest force on an atom   0.0434 hartree/bohr

=====

# 2
The following is a DFT calculation (the ωB97M-V functional and the def2-TZVPD basis) of a molecular structure, C32H43As2F6MgNSi3 in a non-equilibrium geometry.

Positions of all 88 atoms, in Å:
Mg 8.386545 10.064462 11.819218
C 11.069171 7.903589 13.530139
Si 10.756337 9.742826 14.029739
C 11.736325 10.673922 12.689826
C 11.625838 9.853653 15.736306
C 8.919807 10.170219 14.037762
Si 8.542953 11.969871 14.766115
C 7.033870 12.620379 13.853765
C 8.423893 12.169203 16.678764
C 10.094934 13.101320 14.412158
Si 7.874995 8.764314 14.632122
C 8.535214 7.725681 16.110005
C 6.036261 9.132860 14.738344
C 7.867649 7.468463 13.198988
C 8.124128 6.104147 13.331376
C 8.087465 5.264057 12.202366
C 7.935523 5.895356 10.981689
C 7.674724 7.287050 10.879582
N 7.752813 8.109612 11.962713
H 12.125682 7.692503 13.583101
H 10.623543 7.571517 12.591523
H 10.727692 7.266906 14.375480
H 11.937488 9.939492 11.850780
H 12.640052 11.078836 13.158268
H 11.148520 11.550714 12.330264
H 12.706522 10.002363 15.631739
H 11.580651 8.863952 16.272373
H 11.275400 10.638731 16.401922
H 6.254218 11.875713 13.607545
H 7.267268 12.935702 12.832957
H 6.573209 13.500964 14.437876
H 8.448307 11.209462 17.253946
H 7.437965 12.660750 16.826529
H 9.231328 12.881750 17.050796
H 10.160630 13.117176 13.258840
H 10.953205 12.608059 14.915764
H 9.943002 14.145917 14.789106
H 8.373031 8.224635 17.063882
H 9.601334 7.541557 16.043918
H 8.030331 6.737436 16.205180
H 5.755327 9.445493 15.731029
H 5.361327 8.315373 14.508609
H 5.807174 10.030031 14.121421
H 8.185927 5.721159 14.312419
H 8.247051 4.174758 12.216021
H 8.050405 5.342682 10.000697
H 7.453274 7.709164 9.903825
C 17.396498 9.163881 9.855209
C 17.030262 10.082604 8.842896
C 15.720873 10.555952 8.761757
C 14.719700 9.894720 9.434220
C 15.040218 8.862402 10.324023
C 16.347055 8.555191 10.592450
As 12.740791 10.184442 9.182130
C 12.742947 11.776045 8.065765
C 12.269529 12.971179 8.535359
C 12.254953 14.079115 7.702994
C 12.716901 14.018161 6.383651
C 13.192709 12.824327 5.920179
C 13.193619 11.662916 6.709492
C 12.127881 9.052941 7.733202
C 12.928220 8.065846 7.134223
C 12.439934 7.140040 6.233192
C 11.073946 7.197335 5.877866
C 10.370016 8.317770 6.304369
C 10.848696 9.229762 7.241992
H 18.389035 8.875795 10.059684
H 17.802964 10.447765 8.151518
H 15.421389 11.403986 8.129399
H 14.233155 8.296368 10.758632
H 16.527656 7.798991 11.334904
H 11.802189 12.928795 9.524677
H 11.795803 15.025001 8.043660
H 12.683042 14.876227 5.706379
H 13.475279 12.664611 4.901306
H 13.538839 10.686209 6.364420
H 13.947402 7.934797 7.474050
H 13.077504 6.395594 5.848041
H 10.704132 6.446149 5.208731
H 9.325270 8.427272 5.968477
H 10.166230 9.967281 7.675454
F 9.391470 11.731987 10.821100
As 8.154070 11.609220 9.391431
F 6.983000 11.150872 10.915675
F 8.632075 9.795872 9.591533
F 6.861350 11.201575 8.344241
F 9.339822 11.947098 8.174760
F 7.745293 13.279408 9.604177

Force components x, y, z for each atom (eV/Å):
-0.0136 0.3690 1.3090
-0.5487 0.1992 1.4068
-0.4587 -0.9141 0.4490
-0.5331 0.4310 -0.3779
0.3914 -0.8628 -0.0509
0.2613 0.9336 -0.0839
1.5201 -0.7845 -0.1953
-1.0038 0.9039 0.4550
-0.1204 0.0889 -0.0658
-1.2131 -0.3130 -1.3447
0.4306 -0.8001 0.0944
-0.8320 -0.0665 -0.0690
0.0413 1.0428 0.0095
1.1758 1.2724 -0.7722
-1.4642 0.1672 -1.4921
0.6727 0.5542 0.1077
-0.3785 0.4349 -1.9530
0.8555 -0.8613 1.1141
-0.6696 -2.7340 -0.2756
0.6760 0.1732 -0.5446
0.1223 -0.0972 0.0127
-0.3072 0.2075 -0.7436
0.0162 0.8208 0.7989
0.1697 -0.2401 -0.4369
0.5700 -0.7243 0.0280
-0.0304 0.1607 -0.2090
-0.3553 0.9109 -0.4396
-0.2192 -0.0029 0.0462
0.1909 0.2604 0.7837
0.4281 0.4997 0.1712
0.5117 -1.2704 -1.0706
-0.0131 0.8571 -0.3922
0.5273 -0.2850 0.3362
-1.0061 -1.0280 -0.4521
0.4408 0.2033 1.8048
-0.2485 0.5182 -0.5525
0.2043 -0.9455 -0.2967
-0.0583 0.1731 0.0821
0.1472 -0.0085 -0.1047
0.2063 0.6230 -0.1486
-0.0141 0.1718 0.6378
0.0903 -0.1788 -0.3299
-0.0083 -0.8317 0.0938
0.2581 -0.4815 0.8426
-0.0255 0.6668 0.2920
-0.4881 0.5336 1.3866
0.2231 0.1649 0.1872
-2.7766 0.2424 -0.4707
0.9871 -0.1540 0.7700
-0.4111 0.7068 -1.0181
-1.1876 -1.0683 0.9698
-0.6747 0.3342 -0.4032
0.9906 0.2623 -0.4904
1.8733 0.5463 -2.1214
0.3800 -0.4237 -1.2371
-0.5877 0.1448 0.5540
-0.5601 1.3714 -0.1559
-0.2929 0.5378 0.7562
0.1598 -2.2400 0.0283
-0.3133 0.4696 1.4334
0.5696 -0.7062 0.1247
0.5976 -0.5533 0.9786
-1.5277 1.0517 0.3997
1.7716 1.0778 0.2065
-1.6561 -0.3189 -0.2827
-0.7960 -0.3039 0.3502
1.0520 -0.1671 -0.0851
-0.4422 0.1222 0.5095
0.5481 -0.4858 0.0606
-0.0265 -0.1144 0.4183
0.3541 -0.1471 0.1342
0.2543 0.7072 -0.2707
0.3969 -0.6646 -0.0514
-0.0717 -0.2215 0.4518
0.2993 0.3210 -0.5121
-0.0994 0.5165 -0.2493
0.1338 0.1348 0.0080
0.6299 -0.7836 -0.3662
-0.5334 -0.0631 -0.1376
0.5987 0.0254 0.1862
0.4086 -0.2304 -0.4440
-1.2031 -0.2660 -1.5697
-0.5354 0.1156 2.0636
1.4000 0.3538 -1.7153
-0.3834 1.9008 -0.2181
1.0334 0.2143 0.5436
-0.7951 -0.5987 1.0020
0.3140 -1.5581 -0.1983

Output
Multiplicity   2
Gap between HOMO and LUMO (spin up / spin down)   6.6 / 3.4 eV
⟨S²⟩   0.758
Net charge   +1
Largest force on an atom   0.0561 hartree/bohr

=====

# 3
The following is a DFT calculation (the ωB97M-V functional and the def2-TZVPD basis) of a molecular structure, C48H45N2P2SiW in a non-equilibrium geometry.

Positions of all 99 atoms, in Å:
W -1.003408 -1.168642 -0.098303
C -1.344625 -3.319795 0.677049
C 0.026472 -3.214581 0.266236
C 0.037715 -3.087471 -1.128315
C -1.287567 -3.115598 -1.589323
C -2.142829 -3.251120 -0.489142
H -1.701408 -3.494189 1.679304
H 0.893926 -3.323038 0.897271
H 0.928444 -3.003863 -1.733508
H -1.590725 -3.066047 -2.618150
H -3.216096 -3.334287 -0.528412
C 3.253149 3.407796 -4.749832
C 2.036814 2.816775 -5.045412
C 1.485589 1.891030 -4.169047
C 2.140811 1.555569 -2.991080
C 3.368169 2.156401 -2.703432
C 3.920878 3.076189 -3.575481
P 1.353625 0.358763 -1.868448
C 2.814545 -0.634528 -1.361586
C 2.885754 -1.280327 -0.135562
C 3.881713 -2.205720 0.141869
C 4.836897 -2.508903 -0.816746
C 4.778365 -1.874236 -2.049086
C 3.779130 -0.953433 -2.320250
C 0.670170 1.395574 -0.526309
C 1.038041 2.734386 -0.404322
C 0.257895 3.639558 0.294233
C -0.922029 3.205946 0.869370
C -1.277006 1.864839 0.788420
C -0.508716 0.926691 0.092779
H 3.686345 4.125514 -5.432276
H 1.516783 3.067657 -5.958321
H 0.534920 1.429946 -4.402517
H 3.894034 1.898967 -1.791759
H 4.872196 3.534329 -3.343567
H 2.146323 -1.049274 0.630606
H 3.915313 -2.693297 1.108242
H 5.614530 -3.228100 -0.608008
H 5.511467 -2.099506 -2.810096
H 3.749516 -0.488920 -3.297145
H 1.929975 3.092091 -0.902045
H 0.559176 4.675801 0.356232
H -1.583579 3.906588 1.361095
H -2.231271 1.586309 1.213941
N -1.421984 -0.264386 3.045173
P 0.050136 -0.939168 2.445704
C 0.372366 -2.154898 3.789434
C 0.285254 -3.540465 3.654577
C 0.447696 -4.372311 4.754771
C 0.697304 -3.834566 6.004530
C 0.800870 -2.459713 6.154040
C 0.649893 -1.629685 5.057882
C 1.243787 0.349135 2.886727
C 2.605169 0.043207 2.873098
C 3.540942 1.016046 3.172581
C 3.127242 2.299919 3.507119
C 1.776901 2.601915 3.550788
C 0.835343 1.630888 3.239518
C -2.639387 -0.519422 2.489024
C -3.797164 -0.402555 3.282343
C -5.028307 -0.588726 2.718775
C -5.128445 -0.889653 1.356502
C -3.968751 -0.990891 0.640369
N -2.726784 -0.821896 1.174085
H -1.471700 -0.065312 4.041082
H 0.109989 -3.995918 2.702505
H 0.383826 -5.444033 4.629637
H 0.822071 -4.482107 6.860014
H 1.015429 -2.032752 7.123610
H 0.768898 -0.561033 5.187994
H 2.944972 -0.959813 2.653513
H 4.593754 0.771926 3.154514
H 3.858779 3.059139 3.740487
H 1.450677 3.595990 3.821528
H -0.213610 1.879035 3.257792
H -3.689751 -0.166847 4.331644
H -5.917347 -0.500190 3.328019
H -6.076950 -1.035289 0.867645
H -3.972415 -1.204172 -0.413375
C -0.844946 -1.055021 -3.917318
Si -1.899710 -0.445393 -2.459197
C -3.621746 -1.172633 -2.849027
C -2.253901 1.396784 -2.665769
C -1.836660 2.153131 -3.760953
C -2.189466 3.489911 -3.898639
C -2.981356 4.101861 -2.943400
C -3.433313 3.365730 -1.856441
C -3.070305 2.036520 -1.728724
H -1.414339 -1.769836 -4.512231
H 0.089469 -1.520931 -3.611696
H -0.572106 -0.238088 -4.579705
H -3.827103 -0.950506 -3.897788
H -4.416695 -0.688569 -2.285623
H -3.717302 -2.248677 -2.719212
H -1.240044 1.699147 -4.537926
H -1.847756 4.050855 -4.757523
H -3.253954 5.142427 -3.046758
H -4.067937 3.828809 -1.113210
H -3.438956 1.481230 -0.871675

Force components x, y, z for each atom (eV/Å):
1.1976 -1.7098 -0.4027
0.2651 0.0842 0.3498
0.0597 -0.2108 0.4068
0.4194 0.0993 -0.0416
-0.1804 0.5322 -0.4380
-0.4135 0.2712 0.3704
0.0075 -0.0105 -0.0259
0.0308 0.0773 -0.1403
-0.0297 0.1819 -0.0212
-0.0103 -0.0532 -0.0928
0.0172 0.0026 -0.0282
0.0058 0.0112 0.0165
0.0258 -0.0107 0.0473
0.0132 -0.0280 -0.0575
-0.1479 0.0029 -0.1969
0.0109 -0.0449 0.1017
-0.0551 0.0107 -0.0575
0.0947 -0.4156 0.6942
0.0247 0.0208 -0.1081
-0.2198 0.0622 0.3999
0.0099 0.0381 -0.0206
-0.0701 0.0804 -0.0293
0.0308 -0.0604 0.0499
-0.0738 -0.0024 -0.0880
0.0373 0.2870 -0.0751
0.2265 0.0502 0.0516
0.0595 -0.0272 0.0464
-0.0535 -0.2351 -0.0294
0.0438 0.3009 -0.0394
-0.2902 0.0271 0.0455
0.0192 0.0243 -0.0266
-0.0276 0.0237 -0.0676
0.3444 0.0488 0.0431
0.0188 -0.0208 -0.0032
0.0301 0.0190 0.0107
0.1090 -0.0411 -0.3004
0.0010 -0.0007 0.0570
0.0501 -0.0547 0.0145
0.0497 -0.0158 -0.0394
-0.0011 0.0250 -0.0045
-0.0420 0.0044 -0.0009
-0.0099 0.0534 -0.0113
-0.0201 0.0425 0.0435
0.0133 -0.0526 0.0670
0.1683 -0.2102 0.4265
-0.6746 0.3361 -0.3465
0.1883 -0.0704 0.0386
0.0703 0.1991 0.1516
0.0118 0.0229 -0.0148
-0.0021 -0.0268 0.0265
0.0161 0.0430 -0.0077
-0.0288 0.0024 -0.0477
-0.0230 0.1207 0.0116
-0.0395 0.0206 0.0884
-0.0027 0.0404 0.0254
-0.0091 -0.0501 -0.0249
0.0110 -0.0338 -0.0260
0.1015 -0.0216 -0.0413
-0.3477 0.1319 -0.1847
0.2051 0.0181 -0.0983
-0.1629 -0.0100 -0.0433
0.2312 0.0262 0.0719
0.0317 0.1483 0.1724
-0.2654 -0.0200 0.0192
0.0446 -0.0477 -0.1898
-0.0984 -0.1209 -0.2954
-0.0093 -0.0312 -0.0266
0.0088 -0.0445 0.0413
0.0013 0.0197 0.0329
-0.0093 0.0167 0.0181
-0.0042 -0.0640 -0.0110
0.0351 -0.0140 -0.0041
0.0555 0.0474 0.0247
-0.0219 0.0475 0.0067
-0.0567 0.0327 0.0002
0.0006 0.0018 0.0270
-0.0227 -0.0040 0.0135
-0.0860 -0.0035 -0.0274
-0.0233 -0.0079 -0.0551
-0.0569 -0.0668 0.0191
-0.3764 0.0544 0.1310
0.0960 0.1627 -0.0855
0.0688 0.1053 -0.0461
-0.1461 0.0209 0.1023
0.0435 -0.0164 -0.0298
-0.0141 0.0083 0.0442
0.0136 -0.0168 -0.0598
-0.0561 -0.0382 -0.0070
-0.0508 -0.0439 -0.1127
-0.0101 -0.0681 0.0152
-0.0302 0.0160 -0.1199
-0.0338 -0.0216 -0.0796
-0.1003 0.0919 0.0613
-0.0069 -0.1663 0.0138
-0.1682 0.0109 -0.0542
0.0206 0.0313 -0.0492
-0.0218 0.0572 -0.0157
-0.0334 0.0299 0.0430
-0.0020 -0.0332 0.0087

Output
Multiplicity   1
Gap between HOMO and LUMO (spin up / spin down)   6.9 / 6.9 eV
Net charge   +1
Largest force on an atom   0.0413 hartree/bohr